Here is a cluster of 2 separate species, C4H10N2O2 in total at a distorted geometry from the OMol25 dataset. Energies are from ωB97M-V with the def2-TZVPD basis set.

For the highest occupied orbital energy, the calculation gives -9.355 eV. The value obtained for the frontier orbital gap is 10.069 eV. The total charge is 0. The value obtained for the largest force on an atom is 1.1 eV/Å. The total energy comes out at -418.441696 a.u. As for the SMILES: CC(N)=O.CC(N)=O. For the energy relative to the best compared isomer or geometry (same formula, charge and spin), the calculation gives 50.6 kJ/mol.

XYZ file:
```
18
Properties=species:S:1:pos:R:3:forces:R:3
C -1.28766 -1.53294 1.71638 -0.6694 -0.0170 0.0531
C 0.13502 -1.24750 2.08863 0.8029 -0.1435 -0.0123
N 1.08176 -1.78160 1.25004 -0.5872 -0.1828 -0.0942
O 0.44941 -0.61183 3.07707 -0.1639 0.1314 -0.2097
H -1.72700 -2.22725 2.42971 0.0524 -0.0109 0.1794
H -1.45246 -1.92588 0.72171 0.3262 -0.1435 -0.2372
H -1.85908 -0.61056 1.75625 0.0772 0.1335 0.1764
H 2.05395 -1.55208 1.37576 -0.1318 -0.1974 0.1355
H 0.78823 -2.46749 0.56782 0.3361 0.4180 0.0370
C 1.25912 1.31221 -1.62161 0.4783 0.8043 0.6067
C -0.21927 1.21224 -1.32900 -0.2386 0.3762 -0.0086
N -0.96525 2.22536 -1.89748 0.0713 -0.5106 -0.1476
O -0.69167 0.38704 -0.57969 -0.0626 -0.0401 -0.0963
H 1.58239 2.35312 -1.73150 -0.3043 -0.0303 -0.2220
H 1.62087 0.77523 -2.48743 -0.2019 -0.3850 -0.1384
H 1.77221 0.99264 -0.72346 0.1347 -0.5070 0.0197
H -1.97656 2.13309 -1.85631 0.3845 -0.0373 -0.0639
H -0.56400 2.56621 -2.75689 -0.3041 0.3419 0.0223
```
Forces are in eV/Å.

How positive or negative is each atom? The Mulliken charges in e answer that:
1. C -0.882
2. C 0.649
3. N -0.372
4. O -0.643
5. H 0.310
6. H 0.299
7. H 0.231
8. H 0.216
9. H 0.207
10. C -0.995
11. C 0.606
12. N -0.463
13. O -0.541
14. H 0.356
15. H 0.291
16. H 0.251
17. H 0.262
18. H 0.220